ORCA calculation (ωB97M-V/def2-TZVPD) on a structure of composition C45H36IrN6O2P2 at a distorted geometry.

Output
Strongest force on any atom = 2.46 eV/A
Energy above the lowest of the compared OMol25 structures with the same formula, charge and spin = 0.0 kJ/mol
2S+1 = 2
Electronic energy = -3001.9507 Ha
Total charge = +2
HOMO energy (alpha / beta) = -12.695 / -12.694 eV

Element x y z (Å)
Ir1 -0.3842 0.3436 0.0750
C1 -0.8033 -3.0105 -0.5155
P1 -1.9714 -1.5877 -0.5395
C2 -3.1620 -1.8914 0.7857
C3 -2.7158 -2.3905 2.0127
C4 -3.6200 -2.6562 3.0253
C5 -4.9709 -2.3919 2.8359
C6 -5.4153 -1.8631 1.6328
C7 -4.5177 -1.6075 0.6080
C8 -2.9192 -1.6456 -2.0766
C9 -3.0382 -2.8175 -2.8208
C10 -3.8248 -2.8280 -3.9620
C11 -4.5037 -1.6841 -4.3581
C12 -4.4061 -0.5214 -3.6058
C13 -3.6065 -0.4973 -2.4755
C14 0.6034 -2.5365 -0.5494
C15 1.7862 -3.1989 -0.8353
C16 2.8357 -2.2900 -0.5790
C17 2.2536 -1.1135 -0.1453
C18 2.7985 0.1898 0.3212
P2 1.9329 1.4129 -0.7509
C19 2.0624 3.0615 -0.0425
C20 2.4017 4.1497 -0.8502
C21 2.4297 5.4265 -0.3075
C22 2.0959 5.6233 1.0246
C23 1.7365 4.5436 1.8256
C24 1.7071 3.2674 1.2935
C25 2.9528 1.4246 -2.2603
C26 4.3353 1.3290 -2.0833
C27 5.1744 1.3373 -3.1837
C28 4.6532 1.4593 -4.4641
C29 3.2870 1.6026 -4.6414
C30 2.4375 1.5804 -3.5453
N1 0.8961 -1.2653 -0.1897
H1 -1.0035 -3.6913 -1.3393
H2 -1.0062 -3.5563 0.4082
H3 -1.6636 -2.5839 2.1769
H4 -3.2730 -3.0758 3.9603
H5 -5.6782 -2.6005 3.6271
H6 -6.4670 -1.6595 1.4834
H7 -4.8761 -1.2151 -0.3331
H8 -2.5571 -3.7343 -2.5149
H9 -3.9084 -3.7388 -4.5389
H10 -5.1126 -1.7043 -5.2520
H11 -4.9545 0.3637 -3.9004
H12 -3.5252 0.4147 -1.8923
H13 1.8673 -4.2253 -1.1548
H14 3.8951 -2.4712 -0.6640
H15 3.8793 0.2495 0.2473
H16 2.4954 0.4074 1.3487
H17 2.6553 3.9960 -1.8916
H18 2.7235 6.2649 -0.9246
H19 2.1172 6.6214 1.4417
H20 1.4817 4.7031 2.8652
H21 1.4226 2.4264 1.9180
H22 4.7690 1.2765 -1.0949
H23 6.2420 1.2495 -3.0351
H24 5.3163 1.4563 -5.3186
H25 2.8816 1.7349 -5.6358
H26 1.3836 1.7035 -3.7011
O1 -1.4590 -1.6400 -7.7317
C31 -1.2127 -2.1335 -6.5134
O2 -1.1541 -3.3122 -6.3202
C32 -1.0373 -1.1670 -5.3729
C33 -0.2994 -1.5994 -4.2762
C34 -0.2161 -0.8242 -3.1404
C35 -0.8941 0.3928 -3.0570
C36 -1.6221 0.8349 -4.1645
C37 -1.6775 0.0677 -5.3125
N2 -0.8689 1.1027 -1.8293
C38 -1.2112 2.3515 -1.7753
C39 -1.4343 2.9692 -0.4994
C40 -1.8257 4.2971 -0.3638
C41 -2.0620 4.8019 0.8996
C42 -1.9114 3.9590 1.9943
C43 -1.5202 2.6483 1.7922
N3 -1.2775 2.1584 0.5752
H27 -1.4065 -0.6782 -7.7790
H28 0.2009 -2.5575 -4.3265
H29 0.3972 -1.1527 -2.3107
H30 -2.1942 1.7523 -4.1245
H31 -2.2826 0.4217 -6.1384
H32 -1.3297 2.9351 -2.6804
H33 -1.9398 4.9020 -1.2535
H34 -2.3755 5.8273 1.0399
H35 -2.0984 4.3130 2.9979
H36 -1.3948 1.9712 2.6239
N4 -0.2706 -1.7398 6.3975
C44 -0.4438 -1.2322 5.3758
N5 -0.7089 -0.6391 4.2441
C45 -0.4555 -0.4383 3.0735
N6 -0.3008 -0.1700 1.9251

Cartesian forces (eV/Å) of the 6 atoms listed first:
Ir 0.48 -1.39 -1.97
C 0.06 0.17 0.04
P 0.44 -0.02 0.99
C -0.01 0.26 -0.01
C 0.02 -0.02 -0.05
C 0.02 0.01 0.03